Model one:
Computed, not measured: a cluster of 2 separate species, C4H12NO3 in total, with ωB97M-V/def2-TZVPD.

- total charge = -1
- HOMO (eV) = -3.84

Element x y z (Å)
C1 0.60217 -0.06619 -0.78293
C2 1.70864 -1.11505 -0.21155
C3 1.38243 -2.57830 -0.31860
O1 0.07742 -2.90509 -0.66791
N1 -0.63705 0.01351 0.09174
C4 -0.46448 1.00427 1.39763
O2 -0.29407 2.29077 1.17649
H1 1.09933 0.88978 -0.86277
H2 0.35278 -0.31547 -1.81086
H3 2.54745 -1.04998 -0.81639
H4 2.01164 -0.95093 0.83611
H5 1.96471 -3.10812 -0.99710
H6 1.35057 -2.98232 0.79782
H7 -0.54814 -2.16227 -0.44710
H8 -1.37940 0.39560 -0.43868
H9 -1.43687 1.00529 1.81842
H10 0.22331 0.38832 1.82107
H11 -1.14123 2.78958 0.05116
H12 -2.41930 2.17339 -0.44930
O3 -1.97561 3.03484 -0.59007

Löwdin atomic charge list, values in e, 4 entries: number 1, C, carries -0.190; number 2, C, carries -0.160; number 3, C, carries -0.320; number 4, O, carries -0.128

Model two:
Computed, not measured: a cluster of 2 separate species, C4H12NO3 in total, with ωB97M-V/def2-TZVPD.

- total charge = -1
- HOMO (eV) = -2.88

Element x y z (Å)
C1 -1.13954 0.65229 -1.53229
O1 -0.21995 0.91393 -2.50714
C2 -0.45134 0.83558 0.01594
C3 0.84310 -0.13249 0.01839
C4 0.75297 -1.70487 -0.36236
O2 1.82501 0.35218 -0.80546
N1 -1.37282 0.27110 1.01967
H1 -1.57150 -0.28848 -1.70174
H2 -1.90512 1.38708 -1.45000
H3 -0.45392 1.86074 0.31256
H4 1.17804 -0.01067 1.20852
H5 0.21772 -2.42074 0.24323
H6 0.23344 -1.67354 -1.21811
H7 1.76912 -2.04265 -0.70675
H8 1.40201 0.61878 -1.54593
H9 -1.30500 -0.77161 1.09921
H10 -2.41062 0.54283 0.71947
H11 -0.81212 -0.40184 2.95537
H12 0.75674 -0.31993 2.91440
O3 -0.04508 -0.80121 3.46184

Löwdin atomic charge list, values in e, 4 entries: number 1, C, carries -0.421; number 2, O, carries -0.355; number 3, C, carries -0.269; number 4, C, carries -0.367

model one takes first place; second place is 69.6 kJ/mol up.

Model one:
Computed, not measured: the molecule C2H5N5O, with ωB97M-V/def2-TZVPD.

- total charge = 0
- HOMO (eV) = -8.61
- SMILES = [H]/N=c1/[nH]nc(O)n1N

Element x y z (Å)
C1 0.94447 0.86495 -0.36472
C2 -0.47379 0.05623 0.99060
H1 -0.23820 -1.69987 -0.85802
H2 -1.37473 -0.78306 -1.63738
H3 0.89275 0.46418 -2.10720
H4 0.45722 0.66421 2.59969
H5 -1.39565 -1.36167 0.69554
N1 -0.39806 -0.85808 -1.33354
N2 -0.18466 0.11781 -0.40579
N3 1.22865 1.40449 0.67510
N4 0.26506 0.98273 1.65123
N5 -1.28647 -0.71359 1.54870
O1 1.56339 0.86166 -1.45421

Löwdin atomic charge list, values in e, 4 entries: number 1, C, carries -0.624; number 2, C, carries -0.507; number 3, H, carries 0.085; number 4, H, carries 0.129

Model two:
Computed, not measured: a structure of composition C2H5N5O, with ωB97M-V/def2-TZVPD.

- total charge = 0
- HOMO (eV) = -9.02

Element x y z (Å)
C1 1.29188 0.87560 1.40173
C2 -1.31188 -0.73602 -0.80716
H1 1.91907 1.66304 0.57797
H2 0.20509 1.72284 1.83162
H3 1.92361 0.36775 2.15272
H4 0.57246 -1.40965 0.70163
H5 -1.55952 -0.77989 0.85986
N1 0.75828 -0.31669 0.43169
N2 -0.23468 0.02361 -0.54316
N3 -0.60922 0.15636 -2.73629
N4 -1.43170 -0.73533 -2.25194
N5 -1.81759 -1.46038 0.07364
O1 0.29421 0.62876 -1.69231

Löwdin atomic charge list, values in e, 4 entries: number 1, C, carries -0.089; number 2, C, carries -0.538; number 3, H, carries 0.123; number 4, H, carries 0.163

model one takes first place; second place is 541.9 kJ/mol up.

Model one:
Computed, not measured: a structure of composition C19H19ClN2OPdSTe, with ωB97M-V/def2-TZVPD.

- total charge = 0
- HOMO (spin up / spin down) (eV) = -6.07 / -7.32
- 2S+1 = 3

Element x y z (Å)
Pd1 -0.08056 0.00422 -0.25055
C1 4.40807 0.11513 -0.29659
C2 3.25279 -0.82591 -0.04186
O1 2.61954 -1.34812 -0.93700
N1 3.00240 -1.06987 1.28102
C3 1.88045 -1.86572 1.72809
C4 0.96759 -1.06764 2.61909
C5 0.84970 -1.34889 3.97353
C6 0.01026 -0.57187 4.75871
C7 -0.67504 0.47497 4.16340
C8 -0.49009 0.69078 2.80598
N2 0.30499 -0.06401 2.05276
H1 4.56786 0.19022 -1.36774
H2 5.31792 -0.25377 0.18085
H3 4.18888 1.10585 0.10666
H4 3.54032 -0.57216 1.96993
H5 2.22104 -2.75004 2.27023
H6 1.34911 -2.18724 0.83346
H7 1.40922 -2.17115 4.40068
H8 -0.10098 -0.77833 5.81534
H9 -1.34113 1.11264 4.72775
H10 -0.99825 1.49978 2.29243
Cl1 -2.11246 2.19799 -1.04186
C9 -0.93638 1.73620 -2.25270
C10 -1.39115 1.45349 -3.52552
C11 -0.49076 1.06463 -4.50689
C12 0.86797 0.96175 -4.19597
C13 1.32278 1.24116 -2.93018
C14 0.44350 1.64589 -1.88835
C15 0.89928 1.93814 -0.56516
H11 -2.45054 1.51814 -3.73527
H12 -0.84579 0.83505 -5.50272
H13 1.57269 0.66084 -4.96104
H14 2.37634 1.14749 -2.69446
H15 0.32714 2.64175 0.02627
H16 1.97057 1.96380 -0.40324
Te1 -1.13277 -2.00105 -1.40348
C16 -3.09997 -1.44701 -1.00258
C17 -3.60928 -0.98579 0.18348
C18 -4.99018 -0.66040 0.10993
C19 -5.50888 -0.87681 -1.13313
S1 -4.32560 -1.48378 -2.20288
H17 -3.00227 -0.88339 1.07215
H18 -5.56860 -0.27677 0.93902
H19 -6.51976 -0.71018 -1.47158

Löwdin atomic charge list, values in e, 4 entries: number 1, Pd, carries 0.328; number 2, C, carries -0.004; number 3, C, carries -0.553; number 4, O, carries 0.017

Model two:
Computed, not measured: a structure of composition C19H19ClN2OPdSTe, with ωB97M-V/def2-TZVPD.

- total charge = 0
- HOMO (spin up / spin down) (eV) = -5.90 / -7.17
- 2S+1 = 3

Element x y z (Å)
Pd1 -0.40127 -0.50527 -0.03507
C1 -3.30559 -3.52862 0.39683
C2 -2.05069 -3.21314 -0.37003
O1 -0.96913 -3.11340 0.19052
N1 -2.18280 -3.08191 -1.71935
C3 -1.08303 -2.68775 -2.57241
C4 -1.16111 -1.24396 -3.01973
C5 -0.96555 -0.90541 -4.35044
C6 -1.10558 0.41746 -4.73743
C7 -1.46002 1.36038 -3.78818
C8 -1.61302 0.94260 -2.47658
N2 -1.44840 -0.32373 -2.09487
H1 -3.30838 -2.93198 1.30686
H2 -3.27747 -4.58034 0.68349
H3 -4.21671 -3.34136 -0.17078
H4 -3.11514 -3.02807 -2.09255
H5 -1.06543 -3.32641 -3.45638
H6 -0.16244 -2.86608 -2.01480
H7 -0.71520 -1.67425 -5.06965
H8 -0.95391 0.70409 -5.77028
H9 -1.60422 2.39997 -4.04633
H10 -1.84964 1.64354 -1.68615
Cl1 2.05756 -1.05868 -1.09030
C9 2.74414 0.04554 0.10796
C10 3.97297 -0.26656 0.65047
C11 4.47396 0.52913 1.67207
C12 3.71994 1.60479 2.12447
C13 2.49365 1.89946 1.55111
C14 1.96423 1.13460 0.50449
C15 0.66433 1.42159 -0.10843
H11 4.51578 -1.13225 0.29606
H12 5.43388 0.29909 2.11473
H13 4.09239 2.22244 2.93269
H14 1.91458 2.74023 1.91441
H15 0.71138 1.51212 -1.19376
H16 0.14132 2.25321 0.35513
Te1 -1.00192 -0.66611 2.42825
C16 -0.56509 1.19574 3.28276
C17 0.49935 1.49332 4.08669
C18 0.51227 2.85482 4.51269
C19 -0.53888 3.56545 4.01935
S1 -1.54207 2.58094 3.04334
H17 1.25560 0.76872 4.35468
H18 1.27069 3.28057 5.15508
H19 -0.77534 4.60548 4.17936

Löwdin atomic charge list, values in e, 4 entries: number 1, Pd, carries 0.349; number 2, C, carries 0.010; number 3, C, carries -0.559; number 4, O, carries -0.067

model one takes first place; second place is 14.0 kJ/mol up.

Model one:
Computed, not measured: a cluster of 2 separate species, C3H10N5 in total, with ωB97M-V/def2-TZVPD.

- total charge = +1
- HOMO (eV) = -12.14

Element x y z (Å)
C1 -0.77797 -0.08544 -1.74598
C2 -0.18755 -0.15992 1.57629
C3 1.03509 -0.48560 1.22079
N1 -0.81192 1.09045 -1.80117
N2 -0.22763 -1.16837 -1.52311
N3 -0.52187 1.05670 2.08591
N4 1.30544 -1.64235 0.47192
N5 -0.98819 2.23858 -2.41833
H1 -1.01486 -0.92493 1.53098
H2 1.86282 0.11468 1.60060
H3 0.54649 -1.63214 -0.31423
H4 -0.49150 -2.09164 -1.93802
H5 -1.15427 0.87590 2.88475
H6 0.37089 1.49336 2.29027
H7 2.25550 -1.52821 0.10958
H8 1.17230 -2.54061 1.03385
H9 -0.84314 2.48521 -3.37292
H10 -1.52963 2.90434 -1.69118

Löwdin atomic charge list, values in e, 4 entries: number 1, C, carries -0.224; number 2, C, carries -0.241; number 3, C, carries -0.185; number 4, N, carries 0.022

Model two:
Computed, not measured: a cluster of 2 separate species, C3H10N5 in total, with ωB97M-V/def2-TZVPD.

- total charge = +1
- HOMO (eV) = -13.85

Element x y z (Å)
C1 0.43045 -0.81428 -0.15584
C2 -1.85969 -1.22326 0.21959
C3 -2.02869 1.63144 -0.37052
N1 0.98818 -1.87869 -0.07167
N2 3.04220 0.34336 0.29433
N3 1.82129 0.68212 -0.52577
N4 -0.76203 -0.34319 -0.00648
N5 -0.88570 1.05164 -0.17578
H1 -2.59053 -0.65696 0.76000
H2 -2.30516 -1.59346 -0.67674
H3 -1.39265 -2.00849 0.75386
H4 -2.11947 2.75160 -0.55766
H5 -2.90386 1.01807 -0.31713
H6 3.15150 -0.62713 0.34315
H7 1.86450 -2.22560 -0.12369
H8 2.92776 0.73566 1.22526
H9 2.05281 0.47815 -1.52889
H10 1.52708 1.66763 -0.32052

Löwdin atomic charge list, values in e, 4 entries: number 1, C, carries -0.198; number 2, C, carries 0.012; number 3, C, carries 0.047; number 4, N, carries 0.266

Model three:
Computed, not measured: the ion C3H10N5 with charge +1, with ωB97M-V/def2-TZVPD.

- total charge = +1
- HOMO (eV) = -13.80
- SMILES = [H]/N=C\C[C@H](N)NN=[NH2+]

Element x y z (Å)
C1 -0.56252 -1.75235 0.23916
C2 0.83132 -1.09415 0.32096
C3 0.86371 0.26360 -0.45451
N1 -1.37456 -1.81500 -0.80169
N2 -0.42587 1.00502 0.09330
N3 1.96896 1.07257 -0.37954
N4 -2.51777 1.30855 0.26163
N5 -1.54691 0.68757 -0.32069
H1 -0.79169 -2.34416 1.06689
H2 1.16885 -0.90250 1.34328
H3 1.54736 -1.71348 -0.07695
H4 0.64668 0.05872 -1.59954
H5 -0.31079 1.61088 0.82129
H6 2.11682 1.35246 0.54243
H7 2.02404 1.75398 -1.14895
H8 -2.20763 1.83600 1.05504
H9 -3.47356 1.52212 -0.12667
H10 -1.01725 -1.37053 -1.64840

Löwdin atomic charge list, values in e, 4 entries: number 1, C, carries -0.184; number 2, C, carries -0.094; number 3, C, carries -0.337; number 4, N, carries 0.105

model three takes first place; second place is 7.7 kJ/mol up.